(1)
Molecular formula: C6H7ClO
Method: DFT, ωB97M-V with the def2-TZVPD basis set

Last column: Löwdin charge in e.
CARTESIAN COORDINATES (ANGSTROEM)
C -0.76 1.79 -1.42  -0.457
C -0.24 0.80 -0.79  -0.447
C 0.88 -1.30 -0.58  -0.104
C -0.05 -1.24 0.64  -0.184
C 0.52 -0.17 1.54  -0.068
C -0.59 0.38 0.50  -0.136
H -0.84 2.09 -2.45  0.075
H 1.98 -1.58 -0.07  0.165
H 0.47 -1.93 -1.50  0.152
H -0.63 -1.98 0.92  0.069
H 1.71 -0.11 1.37  0.150
H 0.03 -0.24 2.61  0.135
H -1.57 0.63 0.90  0.099
O 0.95 0.13 -1.22  -0.082
Cl -1.84 2.74 -0.46  0.633

Values from the calculation:
Energy above the lowest of the compared OMol25 structures with the same formula, charge and spin ... 416.0 kJ/mol
Calculated total energy ... -768.10572 Eh
Maximum force ... 8.0 eV/A
Lowest unoccupied orbital energy ... 0.9 eV
Molar mass ... 130.6 g/mol
Structure (SMILES) ... Cl/C=C1/OC[C@H]2C[C@@H]12
Multiplicity ... 1

(2)
Molecular formula: C13H27CoN9O3SSi
Method: DFT, ωB97M-V with the def2-TZVPD basis set

Last column: Löwdin charge in e.
CARTESIAN COORDINATES (ANGSTROEM)
Co 0.91 0.25 0.67  0.384
C -1.53 2.84 -1.27  -0.009
C -0.56 2.08 -0.39  -0.524
N -0.68 0.65 -0.45  -0.065
N -0.75 0.21 -1.77  -0.042
C -1.23 -0.98 -2.12  -0.903
N -1.08 -1.28 -3.45  0.068
S -1.93 -2.10 -1.07  0.559
C -0.68 2.37 1.09  -0.162
C -1.30 3.47 1.66  -0.003
C -1.26 3.63 3.04  -0.052
C -0.60 2.68 3.80  -0.051
C 0.02 1.62 3.15  -0.094
N -0.01 1.47 1.83  0.042
H -1.35 2.61 -2.32  0.077
H -1.41 3.93 -1.15  0.068
H -2.55 2.56 -1.02  0.102
H -0.12 0.64 -2.43  0.119
H -0.47 -0.74 -4.03  0.092
H -1.29 -2.23 -3.71  0.071
H -1.80 4.20 1.04  0.114
H -1.72 4.48 3.51  0.111
H -0.55 2.75 4.87  0.105
H 0.56 0.86 3.70  0.117
N 0.27 -1.76 1.38  0.030
N 1.35 -2.64 1.09  0.035
C 2.21 -2.23 0.14  -0.396
N 3.30 -3.00 0.01  0.204
N 1.90 -1.12 -0.53  0.105
N 2.50 -0.85 -1.73  -0.393
O 2.12 0.13 -2.30  0.066
O 3.29 -1.64 -2.26  0.031
H -0.12 -2.04 2.27  0.110
H -0.46 -1.92 0.67  -0.039
H 1.81 -2.98 1.92  0.151
H 3.22 -3.96 0.30  0.123
H 3.80 -2.83 -0.86  0.090
C 2.65 0.53 1.65  -0.199
H 3.52 0.36 1.01  -0.019
H 2.76 -0.14 2.52  -0.026
H 2.72 1.56 2.03  -0.018
C 3.38 3.42 -1.18  -0.146
Si 1.57 3.80 -1.31  0.380
C 1.10 4.14 -3.09  -0.160
C 1.12 5.31 -0.30  -0.157
O 0.83 2.44 -0.71  -0.178
H 3.99 4.17 -1.70  0.035
H 3.59 2.44 -1.63  0.026
H 3.70 3.38 -0.14  0.036
H 1.74 4.93 -3.49  0.035
H 0.06 4.48 -3.18  0.024
H 1.23 3.25 -3.71  0.035
H 1.82 6.12 -0.50  0.035
H 1.15 5.10 0.78  0.031
H 0.12 5.68 -0.54  0.025

Values from the calculation:
Energy above the lowest of the compared OMol25 structures with the same formula, charge and spin ... 30.0 kJ/mol
<S²> ... 0.763
Calculated total energy ... -3300.46264 Eh
Maximum force ... 1.2 eV/A
Lowest unoccupied orbital energy (spin up / spin down) ... 0.0 / 0.0 eV
Molar mass ... 476.5 g/mol
Multiplicity ... 2